The molecule C9H13O2PS2 at a distorted geometry, computed with wB97M-V/def2-TZVPD.

Calculated values
total energy = -44595.6965 eV
total charge = 0
maximum force = 4.191 eV/A
gap between HOMO and LUMO = 7.700 eV
structure (SMILES) = COP(=S)(OC)C(=S)C1=CCC=CC1
relative energy (zero: lowest compared OMol25 entry of this formula, charge and spin) = 0.2888 eV
2S+1 = 1

Structure (XYZ):
```
27
Properties=species:S:1:pos:R:3:mulliken_charge:R:1
C 3.12646 0.07575 0.97184 -0.6379
C 2.30929 0.58188 1.89650 -0.6231
C 1.32666 0.31623 -0.80303 -0.5200
C 0.55810 0.82483 0.15981 0.2188
C -1.09364 1.50404 -0.05446 -0.2143
C 2.64096 -0.23532 -0.38083 -0.3582
C 0.94116 1.06259 1.57785 -0.0315
C -3.30559 0.20189 -1.74238 -0.5071
C -0.86160 -1.99259 1.13862 -0.5951
O -3.62491 0.28596 -0.31742 -0.4338
O -1.65602 -1.15931 0.22886 -0.3777
P -2.30930 0.32870 0.60351 0.8023
S -1.20833 3.01874 -0.52180 -0.1354
S -2.62731 0.58025 2.45564 -0.3610
H 4.11206 -0.31418 1.25599 0.3653
H 2.74917 0.79402 2.89052 0.3485
H 1.00933 0.12212 -1.77907 0.4402
H 3.55747 0.30562 -0.92643 0.2810
H 2.55758 -1.26533 -0.81832 0.3017
H 0.28647 0.45541 2.21990 0.1505
H 0.67966 2.06449 1.95467 0.4133
H -3.91571 0.93767 -2.31275 0.2442
H -3.61727 -0.71947 -2.07737 0.2717
H -2.11374 0.19525 -1.98482 0.2087
H -0.82743 -1.72441 2.14363 0.3592
H 0.23863 -1.91401 0.71875 0.1315
H -1.30160 -2.99535 1.04951 0.2584
```

=====

A cluster of 2 separate species, C9H14 in total at a distorted geometry, computed with wB97M-V/def2-TZVPD.

Calculated values
total energy = -9558.2744 eV
total charge = -1
maximum force = 1.957 eV/A
gap between HOMO and LUMO (spin up / spin down) = 3.201 / 7.326 eV
relative energy (zero: lowest compared OMol25 entry of this formula, charge and spin) = 0.5228 eV
2S+1 = 2

Structure (XYZ):
```
23
Properties=species:S:1:pos:R:3:mulliken_spin:R:1
C -1.78813 -1.62233 1.30536 -0.0426
C -1.65066 0.62616 0.16852 0.5237
C -1.06839 -0.34159 1.05144 -0.4297
C -0.83224 1.78685 -0.14995 -0.0277
C 0.22992 -0.21525 1.49542 0.3937
C 0.40833 1.97977 0.41002 0.0091
C 1.02350 0.89809 1.08548 0.3384
H -2.68612 0.56577 -0.17705 0.0757
H -1.19844 2.52427 -0.86163 0.0088
H -2.85352 -1.56192 1.05058 0.0120
H -1.71579 -1.95224 2.36879 -0.0188
H 0.69709 -1.12792 1.85249 0.0853
H 0.99869 2.87633 0.29335 0.0178
H 2.06130 0.90567 1.38859 0.0121
H -1.32495 -2.43899 0.74283 0.0098
C 2.19642 -1.47248 -2.11876 0.0491
C 0.93665 -0.57304 -2.23664 0.0801
H 1.79894 -2.42925 -1.78164 0.0007
H 2.71453 -1.57975 -3.06615 -0.0158
H 2.78938 -1.17573 -1.25431 -0.0246
H 0.98632 0.40918 -2.69869 0.0222
H 0.71290 -0.28153 -1.18976 -0.0278
H 0.08899 -1.18433 -2.55730 -0.0513
```

=====

A cluster of 2 separate species, C9H14 in total at a distorted geometry, computed with wB97M-V/def2-TZVPD.

Calculated values
total energy = -9558.3007 eV
total charge = -1
maximum force = 1.629 eV/A
gap between HOMO and LUMO (spin up / spin down) = 2.564 / 9.566 eV
relative energy (zero: lowest compared OMol25 entry of this formula, charge and spin) = 0.4965 eV
2S+1 = 2

Structure (XYZ):
```
23
Properties=species:S:1:pos:R:3:mulliken_spin:R:1
C -2.46543 1.14952 -2.05136 0.3135
C -2.33799 1.05199 -3.56533 0.2667
H -1.45127 1.05309 -1.65439 0.1762
H -2.82168 2.09472 -1.62807 -0.1735
H -3.14610 0.44939 -1.57307 -0.1270
H -1.37852 0.83574 -4.01944 -0.1604
H -3.02443 0.25956 -3.88790 -0.0576
H -2.63045 1.98685 -4.06404 -0.0192
C 0.70996 -2.76791 1.37936 -0.1091
C 1.01619 1.47206 0.74436 0.7034
C 2.12678 0.66507 0.65246 -1.0444
C -0.22033 0.88849 1.02628 -0.9016
C 2.02314 -0.71791 0.92438 2.0958
C -0.36547 -0.47444 1.14858 2.2563
C 0.78792 -1.26259 1.21127 -0.7987
H 1.05855 2.54231 0.58044 -0.1302
H 3.13468 1.04302 0.52366 -0.5508
H -1.12828 1.48305 1.04971 -0.2652
H 2.93947 -1.29494 0.92431 0.0287
H -1.33266 -0.95607 1.19365 -0.0388
H -0.24398 -3.16173 1.72162 -0.2104
H 1.46497 -3.07637 2.11285 -0.1049
H 0.95623 -3.27682 0.44496 -0.1490
```

=====

A cluster of 2 separate species, C9H14 in total at a distorted geometry, computed with wB97M-V/def2-TZVPD.

Calculated values
total energy = -9559.9181 eV
total charge = 0
maximum force = 1.200 eV/A
gap between HOMO and LUMO = 10.052 eV
structure (SMILES) = Cc1ccccc1.CC
relative energy (zero: lowest compared OMol25 entry of this formula, charge and spin) = 0.2634 eV
2S+1 = 1

Structure (XYZ):
```
23
Properties=species:S:1:pos:R:3:mulliken_charge:R:1
C 0.16239 1.53822 -1.45427 -1.3130
C 2.15687 -0.31906 1.15486 -0.4846
C 1.71808 0.16507 -0.06078 -0.4928
C 1.51935 0.02650 2.35025 -0.4388
C 0.65649 1.07787 -0.11171 0.8255
C 0.43438 0.87958 2.29088 -0.4407
C 0.02074 1.40330 1.07189 -0.3281
H 2.90441 -1.10533 1.19661 0.3268
H 2.26459 -0.07775 -0.96307 0.2917
H 1.94452 -0.33100 3.27702 0.3731
H -0.10581 1.06355 3.20513 0.3603
H 0.20379 2.62053 -1.58022 0.3656
H -0.86266 1.18859 -1.59958 0.2155
H -0.76223 2.13854 1.04904 0.3836
H 0.72654 1.10131 -2.27821 0.3529
C -3.23735 -1.76496 -2.21299 -0.8698
C -1.92270 -2.14787 -1.56294 -0.6880
H -3.41858 -2.35189 -3.10928 0.2718
H -4.07121 -2.00451 -1.55056 0.2712
H -3.35142 -0.72967 -2.51821 0.2841
H -1.56583 -1.39401 -0.86339 0.1559
H -1.13908 -2.21484 -2.32581 0.2412
H -1.89032 -3.11601 -1.06656 0.3366
```

=====

A cluster of 2 separate species, C9H14 in total at a distorted geometry, computed with wB97M-V/def2-TZVPD.

Calculated values
total energy = -9558.4195 eV
total charge = 0
maximum force = 4.740 eV/A
gap between HOMO and LUMO = 9.871 eV
structure (SMILES) = Cc1ccccc1.CC
relative energy (zero: lowest compared OMol25 entry of this formula, charge and spin) = 1.7620 eV
2S+1 = 1

Structure (XYZ):
```
23
Properties=species:S:1:pos:R:3:mulliken_charge:R:1
C 1.70309 0.29828 -1.75791 -1.5554
C -1.39935 -1.80683 -1.82166 -0.4997
C -2.21615 -1.12951 -1.03304 -0.4042
C -0.07889 -1.32698 -1.97893 -0.3529
C 0.34427 -0.17084 -1.38305 1.0088
C -1.91230 0.12749 -0.54822 -0.5811
C -0.60349 0.66581 -0.72569 -0.2725
H -1.61690 -2.84379 -2.13361 0.2932
H -3.10465 -1.62869 -0.64230 0.3338
H 0.56454 -2.08966 -2.42665 0.2284
H -2.79422 0.76642 -0.22089 0.3088
H 2.29161 0.86734 -1.01981 0.3392
H 1.55124 1.25420 -2.29923 0.3424
H -0.27413 1.67064 -0.44411 0.4047
H 2.20379 -0.35071 -2.37488 0.4042
C 1.08135 0.08334 2.59029 -0.7770
C 0.23301 1.28597 2.59686 -0.7477
H 1.14859 -0.48242 1.58835 0.1254
H 2.12157 0.40249 2.69436 0.2603
H 0.82264 -0.56310 3.30315 0.4031
H 0.71377 2.07486 2.11720 0.2715
H 0.03484 1.75930 3.66726 0.2759
H -0.81424 1.13638 2.25250 0.1908
```

=====

A cluster of 2 separate species, C9H14 in total at a distorted geometry, computed with wB97M-V/def2-TZVPD.

Calculated values
total energy = -9558.0191 eV
total charge = 0
maximum force = 8.664 eV/A
gap between HOMO and LUMO = 9.671 eV
structure (SMILES) = Cc1ccccc1.CC
relative energy (zero: lowest compared OMol25 entry of this formula, charge and spin) = 2.1624 eV
2S+1 = 1

Structure (XYZ):
```
23
Properties=species:S:1:pos:R:3:mulliken_charge:R:1
C 2.03801 0.21991 0.87610 -0.9813
C 2.24975 1.24707 -0.21462 -0.5630
H 1.52010 -0.60296 0.54603 0.3360
H 3.08634 -0.01175 1.42612 0.2577
H 1.26753 0.36361 1.60331 0.3617
H 2.86247 0.83665 -0.96429 0.2722
H 1.34666 1.56869 -0.80782 0.0819
H 2.70415 2.13016 0.34874 0.2569
C -0.71381 0.78564 -1.97145 -1.6967
C -0.81044 -1.38645 -0.78584 -0.5522
C -0.90961 -0.00923 -0.77725 1.2092
C -1.23996 -2.14025 0.26621 -0.3804
C -1.85366 -1.48002 1.50376 -0.7712
C -1.20482 0.67221 0.44090 -0.4524
C -1.68887 -0.07254 1.50132 -0.2592
H -0.27178 -1.91714 -1.57068 0.2921
H -1.21099 -3.19121 0.44046 0.3762
H 0.14044 0.28535 -2.38034 0.4147
H -0.54241 1.83183 -1.87908 0.3596
H -2.15039 -2.07167 2.25047 0.5485
H -1.12393 1.75578 0.42760 0.3404
H -2.00366 0.42531 2.47899 0.2289
H -1.49112 0.76101 -2.75864 0.3204
```

=====

A cluster of 2 separate species, C9H14 in total at a distorted geometry, computed with wB97M-V/def2-TZVPD.

Calculated values
total energy = -9559.3493 eV
total charge = 0
maximum force = 3.098 eV/A
gap between HOMO and LUMO = 10.052 eV
structure (SMILES) = Cc1ccccc1.CC
relative energy (zero: lowest compared OMol25 entry of this formula, charge and spin) = 0.8322 eV
2S+1 = 1

Structure (XYZ):
```
23
Properties=species:S:1:pos:R:3:mulliken_charge:R:1
C 1.25112 3.34207 0.58367 -0.8893
C 2.71712 2.91747 0.85694 -0.9066
H 0.87003 3.06234 -0.37395 0.2512
H 0.67159 2.84630 1.37628 0.3259
H 1.13594 4.34081 1.01171 0.3559
H 3.28516 2.68422 -0.03825 0.2809
H 2.72347 2.03936 1.51345 0.2483
H 3.22273 3.59684 1.54696 0.3570
C -0.40416 -3.35406 0.67072 -1.3848
C 0.22364 0.23308 -0.33756 0.0923
C 0.44165 -1.06127 0.12243 -0.6027
C -0.95247 0.57201 -0.98545 -0.5059
C -0.59223 -2.00672 0.04529 0.7386
C -2.00168 -0.33491 -1.02131 -0.3840
C -1.78225 -1.63211 -0.56516 -0.5391
H 1.02351 0.89300 -0.03332 0.1762
H 1.37108 -1.39340 0.54758 0.3183
H -1.13892 1.59938 -1.27706 0.3070
H -2.97040 -0.10184 -1.44304 0.3691
H -0.73735 -3.36411 1.70945 0.2666
H 0.65292 -3.63546 0.65494 0.3546
H -2.51861 -2.39312 -0.65649 0.3904
H -0.86861 -4.20544 0.17613 0.3801
```

=====

A cluster of 2 separate species, C9H14 in total at a distorted geometry, computed with wB97M-V/def2-TZVPD.

Calculated values
total energy = -9559.7954 eV
total charge = 0
maximum force = 1.224 eV/A
gap between HOMO and LUMO = 10.084 eV
structure (SMILES) = Cc1ccccc1.CC
relative energy (zero: lowest compared OMol25 entry of this formula, charge and spin) = 0.3861 eV
2S+1 = 1

Structure (XYZ):
```
23
Properties=species:S:1:pos:R:3:mulliken_charge:R:1
C -0.95388 -2.86829 -2.40105 -1.3800
C -0.09740 0.71920 -0.25525 -0.3688
C 0.39775 0.54992 -1.55714 -0.6101
C -0.73603 -0.31733 0.39360 -0.2774
C 0.19923 -0.66743 -2.18345 -0.4078
C -1.02811 -1.49406 -0.29096 -0.4706
C -0.58343 -1.66376 -1.59650 0.8323
H 0.27763 1.59696 0.26010 0.3707
H 1.04862 1.34917 -1.89815 0.3586
H -1.03646 -0.24020 1.43723 0.3435
H 0.55717 -0.83925 -3.19177 0.3379
H -1.66076 -2.26094 0.13700 0.3116
H -0.13012 -3.27937 -2.98580 0.3482
H -1.79522 -2.72267 -3.08189 0.2803
H -1.28644 -3.69175 -1.76404 0.3584
C 1.64758 1.98636 2.79556 -0.5739
C 0.63223 2.89285 3.51002 -0.8556
H 1.12505 1.35571 2.08195 -0.0244
H 2.37398 2.58783 2.24858 0.2513
H 2.16846 1.34712 3.50406 0.3370
H 0.99476 3.26449 4.46018 0.3214
H -0.31488 2.36362 3.58182 0.2425
H 0.35209 3.76322 2.91157 0.2748
```

=====

A cluster of 2 separate species, C9H14 in total at a distorted geometry, computed with wB97M-V/def2-TZVPD.

Calculated values
total energy = -9559.6799 eV
total charge = 0
maximum force = 2.291 eV/A
gap between HOMO and LUMO = 9.995 eV
structure (SMILES) = Cc1ccccc1.CC
relative energy (zero: lowest compared OMol25 entry of this formula, charge and spin) = 0.5015 eV
2S+1 = 1

Structure (XYZ):
```
23
Properties=species:S:1:pos:R:3:mulliken_charge:R:1
C -1.25371 3.57758 0.70460 -1.3275
C 0.20138 0.06867 -1.30610 -0.5035
C -0.34465 1.12231 -2.03504 -0.3295
C 0.26898 0.15938 0.07325 -0.3819
C -0.79908 2.27490 -1.42652 -0.5772
C -0.15411 1.32350 0.70905 -0.5053
C -0.72616 2.35642 -0.02190 0.9390
H 0.56542 -0.80446 -1.82864 0.3606
H -0.41681 1.05040 -3.11491 0.3424
H 0.46092 -0.71144 0.68687 0.3828
H -1.14646 3.16358 -1.92681 0.3682
H -0.02790 1.49297 1.76724 0.2728
H -0.93943 3.53796 1.75120 0.3387
H -2.33954 3.60860 0.82560 0.2800
H -0.91575 4.48425 0.21096 0.3353
C 0.86954 -4.26859 1.88196 -0.7660
C 1.48855 -4.71077 0.56816 -0.8336
H 0.66081 -5.05590 2.59181 0.3132
H 1.43234 -3.42202 2.28464 0.2522
H -0.04338 -3.72020 1.61677 0.2325
H 1.62840 -3.98264 -0.23246 0.2467
H 0.88815 -5.49742 0.09481 0.2742
H 2.47452 -5.17443 0.65961 0.2860
```

=====

A cluster of 2 separate species, C9H14 in total at a distorted geometry, computed with wB97M-V/def2-TZVPD.

Calculated values
total energy = -9559.6043 eV
total charge = 0
maximum force = 1.520 eV/A
gap between HOMO and LUMO = 10.032 eV
structure (SMILES) = Cc1ccccc1.CC
relative energy (zero: lowest compared OMol25 entry of this formula, charge and spin) = 0.5772 eV
2S+1 = 1

Structure (XYZ):
```
23
Properties=species:S:1:pos:R:3:mulliken_charge:R:1
C -3.24525 -0.51520 2.45657 -1.3900
C -0.67266 0.42532 -0.14549 -0.0625
C -1.87490 0.38220 0.53701 -0.7880
C 0.48653 -0.16887 0.33665 0.0169
C -1.91965 -0.32430 1.74638 1.0306
C 0.40543 -0.85858 1.54634 -0.5484
C -0.79352 -0.96340 2.24422 -0.5717
H -0.62673 0.85447 -1.14180 0.3346
H -2.74180 0.96734 0.26860 0.3123
H 1.42516 -0.21403 -0.18493 -0.1016
H 1.33346 -1.28985 1.90528 0.3453
H -3.33739 0.13227 3.34115 0.2869
H -3.33617 -1.52235 2.83952 0.3472
H -0.77846 -1.43975 3.21750 0.3453
H -4.05968 -0.17088 1.83189 0.3570
C 2.88932 0.34133 -1.96436 -0.8035
C 2.05352 0.82523 -3.15370 -0.8985
H 2.71069 -0.70921 -1.76995 0.2347
H 3.94142 0.46958 -2.20218 0.4122
H 2.62040 0.94443 -1.10567 0.2691
H 1.53721 1.75162 -2.97442 0.2540
H 2.63100 0.99757 -4.07239 0.3352
H 1.35206 0.08506 -3.55620 0.2829
```